w:
Formula: C2H3ClO2S
Source: OMol25
Level of theory: ωB97M-V/def2-TZVPD

SMILES string ... O=S1(=O)C[C@@H]1Cl

Geometry as ORCA input:
```
! RIJCOSX wB97M-V def2-TZVPD def2/J DEFGRID3
* xyz 0 1
C -0.264 -0.212 -0.447
C 0.075 -0.166 1.176
O -2.515 0.575 0.738
O -2.128 -1.860 0.821
S -1.635 -0.542 0.699
Cl 0.891 -1.642 1.777
H -0.168 0.916 -0.813
H 0.299 -0.970 -0.967
H 0.626 0.840 1.521
*
```

How positive or negative is each atom? The Löwdin charges in e answer that:
1 C -0.199
2 C -0.718
3 O -0.306
4 O -0.285
5 S 0.596
6 Cl 0.571
7 H 0.136
8 H 0.067
9 H 0.137

---

x:
Formula: C2H3ClO2S
Source: OMol25
Level of theory: ωB97M-V/def2-TZVPD

SMILES string ... O=C(Cl)CSO

Geometry as ORCA input:
```
! RIJCOSX wB97M-V def2-TZVPD def2/J DEFGRID3
* xyz 0 1
C 0.177 0.116 -0.886
C -1.005 -0.297 -0.119
O 1.734 -0.218 1.346
O -1.051 -1.138 0.758
S 0.807 1.354 0.279
Cl -2.364 0.838 -0.363
H 0.963 -0.746 -1.204
H -0.188 0.681 -1.646
H 0.926 -0.589 1.834
*
```

How positive or negative is each atom? The Löwdin charges in e answer that:
1 C -0.516
2 C -0.913
3 O -0.345
4 O 0.015
5 S 0.911
6 Cl 0.645
7 H 0.172
8 H 0.006
9 H 0.026

---

Which one sits at the top of the stability order? x does.

---

w:
Formula: C9H15N3O6
Source: OMol25
Level of theory: ωB97M-V/def2-TZVPD

SMILES string ... NC(=O)C[C@H](NC(=O)[C@@H](N)CCC(=O)O)C(=O)O

Geometry as ORCA input:
```
! RIJCOSX wB97M-V def2-TZVPD def2/J DEFGRID3
* xyz 0 1
C -2.108 -1.074 -0.703
C -0.579 -1.169 -0.626
C -2.475 -0.545 0.773
C -3.822 0.328 0.555
C -3.196 1.832 0.105
C 1.621 -0.334 -0.043
C 1.941 -0.817 1.234
C 2.224 0.900 -0.477
C 3.627 1.024 -0.737
H -2.923 -2.643 -1.940
H -2.984 -2.873 -0.260
H -2.504 -0.329 -1.397
H -2.946 -1.484 1.101
H -1.607 -0.119 1.291
H -4.348 0.508 1.477
H -4.554 -0.300 -0.139
H -4.979 2.565 0.133
H -0.495 0.663 0.219
H 1.904 -1.038 -0.886
H 1.665 1.285 -1.289
H 1.796 1.746 0.206
H 4.531 1.490 1.181
H 5.375 1.253 -0.151
H 0.938 -2.349 0.747
N -2.968 -2.197 -0.944
N 0.198 -0.167 -0.024
N 4.484 1.808 0.206
O -0.170 -2.260 -1.001
O -1.936 1.809 -0.224
O -4.015 2.865 0.210
O 2.855 -0.332 1.893
O 3.960 0.496 -1.881
O 1.271 -1.997 1.573
*
```

How positive or negative is each atom? The Löwdin charges in e answer that:
1 C -0.325
2 C -0.397
3 C -0.114
4 C -0.056
5 C -0.362
6 C -0.309
7 C -0.420
8 C -0.144
9 C -0.395
10 H 0.146
11 H 0.037
12 H 0.133
13 H 0.104
14 H 0.104
15 H 0.078
16 H 0.148
17 H 0.171
18 H 0.162
19 H 0.205
20 H 0.130
21 H 0.175
22 H 0.075
23 H 0.136
24 H 0.068
25 N 0.041
26 N 0.093
27 N 0.110
28 O 0.052
29 O -0.012
30 O 0.115
31 O 0.127
32 O 0.015
33 O 0.111

---

x:
Formula: C9H15N3O6
Source: OMol25
Level of theory: ωB97M-V/def2-TZVPD

SMILES string ... NC(=O)C[C@H](N)C(=O)N[C@@H](CCC(=O)O)C(=O)O

Geometry as ORCA input:
```
! RIJCOSX wB97M-V def2-TZVPD def2/J DEFGRID3
* xyz 0 1
C -2.039 -0.153 0.094
C -0.617 0.022 0.616
C -2.870 -0.543 1.363
C -2.944 0.540 2.455
C 1.688 0.842 0.059
C 2.170 1.938 -0.951
C 2.442 -0.418 -0.030
C 2.492 -1.154 -1.380
C 1.101 -1.273 -2.085
H -2.970 -1.475 -1.039
H -1.298 -1.523 -1.301
H -2.379 0.686 -0.495
H -2.325 -1.353 1.830
H -3.795 -0.987 1.220
H -1.171 -0.052 3.533
H -2.236 1.365 4.056
H -0.196 1.184 -0.910
H 1.763 1.135 1.038
H 2.100 -1.058 0.768
H 3.389 0.022 0.334
H 2.948 -2.195 -1.327
H 3.114 -0.451 -2.077
H 0.043 -0.605 -3.428
H 3.467 2.983 -1.558
N -2.080 -1.408 -0.709
N -2.100 0.500 3.535
N 0.247 0.607 -0.252
O -0.198 -0.441 1.689
O -3.894 1.216 2.512
O 1.487 2.233 -1.955
O 0.286 -2.070 -1.687
O 0.978 -0.543 -3.168
O 3.394 2.428 -0.750
*
```

How positive or negative is each atom? The Löwdin charges in e answer that:
1 C -0.233
2 C -0.392
3 C -0.057
4 C -0.588
5 C -0.195
6 C -0.408
7 C -0.150
8 C -0.040
9 C -0.535
10 H 0.040
11 H 0.001
12 H 0.138
13 H 0.110
14 H 0.097
15 H 0.130
16 H 0.104
17 H 0.114
18 H 0.128
19 H 0.120
20 H 0.135
21 H 0.146
22 H 0.146
23 H 0.146
24 H 0.149
25 N 0.087
26 N 0.136
27 N 0.125
28 O 0.040
29 O 0.080
30 O 0.073
31 O 0.076
32 O 0.141
33 O 0.137

---

Which one sits at the top of the stability order? x does.

---

w:
Formula: C2H4BrN
Source: OMol25
Level of theory: ωB97M-V/def2-TZVPD

Geometry as ORCA input:
```
! RIJCOSX wB97M-V def2-TZVPD def2/J DEFGRID3
* xyz 0 1
C -0.288 0.593 -1.473
C 0.521 -0.499 1.325
N 0.936 0.364 -1.327
Br -1.235 -0.352 1.508
H -0.650 1.077 -2.407
H -1.081 0.193 -0.758
H 0.768 -1.583 1.264
H 1.029 0.208 1.867
*
```

How positive or negative is each atom? The Löwdin charges in e answer that:
1 C -0.245
2 C -0.574
3 N 0.082
4 Br 0.738
5 H 0.069
6 H -0.039
7 H 0.014
8 H -0.044

---

x:
Formula: C2H4BrN
Source: OMol25
Level of theory: ωB97M-V/def2-TZVPD

SMILES string ... CC#N.Br

Geometry as ORCA input:
```
! RIJCOSX wB97M-V def2-TZVPD def2/J DEFGRID3
* xyz 0 1
C 0.505 -0.260 -0.019
C 0.890 0.874 -0.892
N 0.045 -0.949 0.704
Br -2.843 -1.520 1.926
H -1.443 -1.410 1.390
H 1.885 1.226 -0.746
H 0.166 1.554 -0.494
H 0.794 0.484 -1.869
*
```

How positive or negative is each atom? The Löwdin charges in e answer that:
1 C -0.223
2 C -0.012
3 N 0.125
4 Br 0.193
5 H -0.320
6 H 0.077
7 H 0.088
8 H 0.073

---

Which one sits at the top of the stability order? x does.

---

w:
Formula: C2H3NO4
Source: OMol25
Level of theory: ωB97M-V/def2-TZVPD

SMILES string ... O=C=C[N+](=O)[O-].O

Geometry as ORCA input:
```
! RIJCOSX wB97M-V def2-TZVPD def2/J DEFGRID3
* xyz 0 1
C 0.452 0.998 -0.124
C -0.829 1.115 -0.314
N 1.277 -0.135 -0.283
O 0.891 -0.975 -1.102
O 2.366 -0.102 0.259
O -1.879 1.468 -0.582
O -1.402 -1.170 0.589
H 0.855 1.758 0.475
H -0.901 -1.482 -0.205
H -0.830 -1.476 1.288
*
```

How positive or negative is each atom? The Löwdin charges in e answer that:
1 C -0.026
2 C -0.149
3 N -0.406
4 O 0.039
5 O 0.089
6 O 0.274
7 O -0.048
8 H 0.129
9 H 0.050
10 H 0.049

---

x:
Formula: C2H3NO4
Source: OMol25
Level of theory: ωB97M-V/def2-TZVPD

Geometry as ORCA input:
```
! RIJCOSX wB97M-V def2-TZVPD def2/J DEFGRID3
* xyz 0 1
C 0.499 0.710 -0.104
C -0.814 0.530 -0.064
N 1.638 -0.145 0.041
O 1.427 -1.314 0.207
O 2.692 0.488 0.027
O -2.028 0.947 0.249
O -1.244 -1.623 -0.082
H 0.939 1.765 -0.177
H -2.745 0.443 -0.233
H -0.364 -1.800 0.135
*
```

How positive or negative is each atom? The Löwdin charges in e answer that:
1 C 0.000
2 C -0.001
3 N -0.388
4 O 0.103
5 O 0.081
6 O 0.114
7 O -0.151
8 H 0.169
9 H 0.175
10 H -0.103

---

Which one sits at the top of the stability order? w does.

---

w:
Formula: C4H2N2O
Source: OMol25
Level of theory: ωB97M-V/def2-TZVPD

Geometry as ORCA input:
```
! RIJCOSX wB97M-V def2-TZVPD def2/J DEFGRID3
* xyz 0 1
N 1.062 -1.569 0.226
C 0.627 -0.404 0.774
O 0.931 -0.009 1.878
C -0.267 0.386 -0.087
C -1.009 1.115 -0.707
C -1.916 1.914 -1.587
N -1.866 2.603 -0.596
H 0.772 -1.883 -0.687
H 1.666 -2.153 0.786
*
```

How positive or negative is each atom? The Löwdin charges in e answer that:
1 N 0.162
2 C -0.558
3 O 0.082
4 C 0.114
5 C -0.169
6 C -0.069
7 N 0.212
8 H 0.110
9 H 0.116

---

x:
Formula: C4H2N2O
Source: OMol25
Level of theory: ωB97M-V/def2-TZVPD

Geometry as ORCA input:
```
! RIJCOSX wB97M-V def2-TZVPD def2/J DEFGRID3
* xyz 0 1
N -1.016 0.433 0.017
C -1.140 -0.879 0.029
O -2.003 -1.730 0.042
C 0.384 -1.192 0.016
C 1.627 -1.012 -0.008
C 1.784 0.317 -0.032
N 1.673 1.505 -0.049
H 0.631 1.692 -0.031
H -1.940 0.867 0.015
*
```

How positive or negative is each atom? The Löwdin charges in e answer that:
1 N 0.072
2 C -0.654
3 O 0.032
4 C 0.221
5 C 0.056
6 C -0.135
7 N 0.219
8 H 0.116
9 H 0.073

---

Which one sits at the top of the stability order? w does.

---

w:
Formula: C15H21NO3
Source: OMol25
Level of theory: ωB97M-V/def2-TZVPD

SMILES string ... Cc1cc(C)c(C)c(OCC(=O)N2CCOCC2)c1

Geometry as ORCA input:
```
! RIJCOSX wB97M-V def2-TZVPD def2/J DEFGRID3
* xyz 0 1
C -2.508 -2.957 -1.103
C -2.198 -1.602 -0.608
C -3.034 -0.452 -0.959
C -2.964 0.687 -0.409
C -1.955 0.770 0.366
C -1.182 -0.200 0.898
C -1.403 -1.496 0.457
H -0.677 -2.166 0.411
O -0.167 0.212 1.638
C 0.819 -0.875 2.110
C 1.620 -1.178 1.022
O 1.666 -2.480 0.711
N 2.384 -0.660 0.156
C 2.459 1.035 0.570
H 3.136 1.126 1.223
C 2.843 1.628 -0.603
H 2.229 1.315 -1.487
O 4.170 1.204 -1.048
C 4.602 0.011 -0.893
H 5.146 -0.402 -1.493
C 3.199 -0.966 -0.872
H 3.379 -1.905 -0.402
H 2.723 -0.816 -1.691
H 4.957 -0.106 0.311
H 2.969 2.908 -0.796
H 1.543 1.355 0.808
H 0.259 -1.866 2.557
H 1.448 -0.212 2.859
C -1.854 2.268 1.236
H -1.463 2.990 0.429
H -2.681 2.765 1.546
H -1.021 2.244 1.746
C -3.916 1.875 -0.738
H -3.413 2.549 -1.193
H -4.702 1.434 -1.495
H -4.447 2.397 0.153
H -3.973 -0.703 -1.803
H -1.634 -3.506 -0.915
H -2.947 -2.846 -2.192
H -3.412 -3.377 -0.504
*
```

How positive or negative is each atom? The Löwdin charges in e answer that:
1 C -0.057
2 C -0.268
3 C -0.032
4 C -0.333
5 C -0.106
6 C -0.269
7 C 0.013
8 H 0.062
9 O -0.058
10 C -0.012
11 C -0.460
12 O -0.069
13 N 0.021
14 C -0.020
15 H 0.063
16 C -0.178
17 H 0.139
18 O -0.129
19 C -0.167
20 H 0.021
21 C -0.071
22 H 0.130
23 H 0.074
24 H 0.181
25 H 0.216
26 H 0.084
27 H 0.209
28 H 0.180
29 C 0.052
30 H 0.099
31 H 0.019
32 H -0.019
33 C 0.002
34 H -0.011
35 H 0.112
36 H 0.115
37 H 0.182
38 H 0.055
39 H 0.114
40 H 0.118

---

x:
Formula: C15H21NO3
Source: OMol25
Level of theory: ωB97M-V/def2-TZVPD

Geometry as ORCA input:
```
! RIJCOSX wB97M-V def2-TZVPD def2/J DEFGRID3
* xyz 0 1
C -6.329 -1.085 -0.470
H -5.755 -2.066 -0.686
H -7.282 -1.144 -0.401
H -6.204 -0.555 -1.504
C -5.715 -0.510 0.463
C -4.332 -0.212 0.414
C -3.918 0.866 -0.165
C -2.507 1.184 -0.725
C -1.608 0.246 -0.269
C -1.961 -0.955 0.500
C -3.405 -0.876 0.786
H -3.788 -1.861 1.191
H -1.282 -1.860 0.701
C -0.108 0.548 -0.455
O 0.214 1.128 -1.581
N 0.705 -0.136 0.457
H 0.519 -0.693 1.247
C 2.169 -0.106 0.139
C 3.044 -1.060 0.734
H 3.237 -0.722 1.879
H 2.198 -1.996 0.892
C 4.043 -1.631 0.208
C 3.750 -2.397 -1.139
H 2.990 -3.253 -0.768
H 3.291 -1.697 -2.181
H 4.716 -2.944 -1.659
C 5.176 -0.817 -0.299
H 4.808 0.197 -1.091
H 6.004 -1.110 -0.565
H 5.437 -0.078 0.653
H 4.659 -2.315 0.691
H 2.286 -0.181 -1.156
C 2.767 1.392 0.468
O 3.432 1.413 1.367
O 2.277 2.258 -0.336
H 1.657 2.209 -0.943
H -2.106 2.034 -1.317
H -4.541 1.757 -0.395
H -6.254 0.677 0.752
H -5.997 -0.779 1.628
*
```

How positive or negative is each atom? The Löwdin charges in e answer that:
1 C -0.169
2 H 0.154
3 H 0.033
4 H 0.155
5 C -0.366
6 C -0.444
7 C 0.013
8 C 0.062
9 C -0.175
10 C 0.058
11 C -0.100
12 H 0.146
13 H 0.132
14 C -0.310
15 O -0.021
16 N 0.137
17 H 0.110
18 C -0.210
19 C -0.296
20 H 0.198
21 H 0.188
22 C -0.580
23 C -0.097
24 H 0.097
25 H 0.155
26 H 0.115
27 C -0.074
28 H 0.183
29 H -0.041
30 H 0.137
31 H 0.135
32 H 0.202
33 C -0.563
34 O 0.184
35 O 0.215
36 H 0.004
37 H 0.124
38 H 0.122
39 H 0.202
40 H 0.185

---

Which one sits at the top of the stability order? w does.